Entry 1:
The following is a DFT calculation (ωB97M-V/def2-TZVPD) of 4 unconnected molecules or ions with the total composition H8O4.

As for the SMILES: O.O.O.O. The value obtained for the LUMO energy is 0.27 eV. As for the total energy: -305.7352 Eh.

```
! wB97M-V def2-TZVPD RIJCOSX def2/J DEFGRID3
* xyz 0 1
O -1.42868 -1.31773 0.82247
H -0.68370 -0.92677 1.29273
H -1.84919 -0.56872 0.38527
O -4.33506 0.01421 -0.79363
H -3.81178 0.75859 -0.47574
H -4.92603 -0.18755 -0.05944
O 3.82832 -1.52566 -0.43957
H 3.02418 -1.99058 -0.69684
H 4.51252 -1.91526 -0.99552
O 1.72001 2.67051 -0.01697
H 2.55961 2.96134 0.35651
H 1.38981 2.02763 0.62073
*
```

=====

Entry 2:
The following is a DFT calculation (ωB97M-V/def2-TZVPD) of 12 unconnected molecules or ions with the total composition C40H112N8O16.

As for the SMILES: COC[C@H](C)N.COC[C@H](C)N.COC[C@H](C)N.COC[C@H](C)N.COC[C@H](C)N.COC[C@H](C)N.COC[C@H](C)N.COC[C@H](C)N.OCCO.OCCO.OCCO.OCCO. The value obtained for the LUMO energy is 0.13 eV. As for the total energy: -3232.7615 Eh.

```
! wB97M-V def2-TZVPD RIJCOSX def2/J DEFGRID3
* xyz 0 1
C -3.02949 3.97331 -2.56276
O -3.41572 2.65912 -2.33656
C -4.43763 2.51265 -1.35639
C -4.69939 1.11594 -0.89758
C -5.95516 0.93715 0.01514
N -3.54170 0.61417 -0.10828
H -2.23543 4.01978 -3.30801
H -2.65200 4.42722 -1.64648
H -3.83469 4.55646 -3.00962
H -4.35356 3.20278 -0.51690
H -5.35397 2.86285 -1.83155
H -4.98143 0.59296 -1.81138
H -6.75081 1.51241 -0.45828
H -5.69868 1.37952 0.97776
H -6.31797 -0.08207 0.14800
H -3.56267 1.05287 0.80124
H -2.79462 1.14581 -0.53176
C -3.67698 -0.91081 2.94400
O -3.19788 -0.67577 4.28800
C -4.14088 -0.72367 5.28471
C -3.40946 -0.80691 6.64557
C -2.57081 -2.07675 6.84508
N -4.30527 -0.54389 7.76209
H -4.32701 -1.78504 2.97968
H -2.95484 -0.91350 2.12754
H -4.35993 -0.14658 2.57301
H -4.76650 0.16687 5.22440
H -4.77711 -1.59580 5.13407
H -2.74145 0.05257 6.70181
H -3.25090 -2.92742 6.88898
H -2.06250 -1.97044 7.80343
H -1.85418 -2.09858 6.02406
H -3.76093 -0.36422 8.59367
H -4.71193 0.37572 7.66697
C 2.25574 5.63786 -6.48726
O 1.92518 4.58177 -5.64325
C 2.31123 4.72915 -4.27629
C 2.38815 3.40518 -3.38153
C 2.44005 3.59492 -1.82568
N 3.50231 2.51956 -3.73643
H 3.29979 5.62161 -6.79998
H 1.97082 6.55800 -5.97710
H 1.62977 5.49535 -7.36814
H 3.25114 5.27372 -4.18614
H 1.51499 5.38846 -3.93074
H 1.49152 2.86412 -3.68389
H 3.24146 4.25111 -1.48619
H 2.29531 2.66133 -1.28203
H 1.50396 4.02942 -1.47488
H 3.20982 2.04930 -4.58106
H 3.54404 1.73269 -3.10462
C 7.42614 0.10884 -5.36850
O 6.53419 -1.00064 -5.17710
C 5.26957 -0.58770 -4.69265
C 4.40229 -1.83333 -4.28840
C 4.01870 -2.69627 -5.52408
N 3.18110 -1.44083 -3.63020
H 7.05690 0.93848 -5.97138
H 8.37994 -0.20399 -5.79335
H 7.76155 0.53215 -4.42171
H 5.35172 -0.08278 -3.73015
H 4.81150 0.12054 -5.38307
H 4.80120 -2.49855 -3.52259
H 3.54691 -2.11183 -6.31397
H 3.31404 -3.45293 -5.17908
H 4.95958 -3.02852 -5.96280
H 3.28237 -1.36464 -2.62818
H 2.51760 -2.20148 -3.66610
C -1.40193 -6.44471 -7.85943
O -1.85794 -5.36008 -7.02984
C -1.18798 -5.45373 -5.70755
C -1.16927 -4.08910 -5.02510
C -0.24264 -3.09785 -5.71441
N -0.83231 -4.21268 -3.57395
H -1.31049 -7.40878 -7.35912
H -0.38837 -6.20012 -8.17719
H -1.90309 -6.59500 -8.81565
H -1.78856 -6.10976 -5.07745
H -0.15423 -5.79550 -5.75909
H -2.18448 -3.69237 -5.03358
H 0.72033 -3.49869 -6.03083
H -0.06491 -2.22876 -5.08101
H -0.78751 -2.63208 -6.53555
H -1.11202 -3.38848 -3.06155
H -1.32154 -5.00128 -3.17537
C -5.94205 4.84493 4.43852
O -4.60421 4.58653 4.15261
C -4.37402 3.36135 3.45346
C -2.90876 3.41637 2.85165
C -2.78634 4.58890 1.83336
N -2.58352 2.15846 2.22745
H -6.51588 5.02942 3.53035
H -6.00164 5.78093 4.99391
H -6.49441 4.07347 4.97503
H -4.48264 2.60300 4.22883
H -5.02729 3.13510 2.61075
H -2.18782 3.66090 3.63175
H -1.72839 4.62220 1.57312
H -2.95649 5.55928 2.29974
H -3.27338 4.51042 0.86139
H -2.57348 1.45116 2.94837
H -1.61167 2.25726 1.97082
C -1.17240 -7.54816 4.41606
O -0.72318 -6.44608 3.57367
C -0.10483 -5.37110 4.32343
C 0.12838 -4.03268 3.62390
C -1.04375 -3.30694 2.99351
N 1.16053 -4.35071 2.60690
H -1.37761 -8.51171 3.94961
H -2.03079 -7.18136 4.97883
H -0.35966 -7.81189 5.09283
H -0.78255 -5.13375 5.14347
H 0.73780 -5.84586 4.82611
H 0.49772 -3.29734 4.33872
H -1.77953 -3.04303 3.75317
H -1.52354 -3.90620 2.21969
H -0.62857 -2.36864 2.62567
H 0.77014 -5.12796 2.09349
H 1.15381 -3.58095 1.95305
C 1.58059 3.78896 3.12265
O 2.82578 3.99054 3.75554
C 2.79351 3.62071 5.14912
C 3.87700 4.35482 5.92704
C 5.27807 4.02608 5.51045
N 3.78416 4.14550 7.39463
H 0.82255 4.49700 3.45756
H 1.23480 2.79139 3.39355
H 1.68540 3.97476 2.05373
H 1.81133 3.84051 5.56759
H 3.00880 2.56566 5.31828
H 3.58452 5.39772 5.80494
H 5.50613 4.55240 4.58358
H 5.53664 2.96801 5.46885
H 5.86909 4.59643 6.22702
H 4.02760 3.18844 7.60647
H 4.57870 4.67900 7.71739
O 2.63390 0.68866 2.78838
C 3.95738 0.35177 2.48691
C 4.75426 1.34596 1.52731
O 4.93114 2.51316 2.31419
H 2.32200 0.01503 3.39710
H 4.54971 0.30117 3.40052
H 3.92552 -0.63609 2.02733
H 4.11843 1.49713 0.65498
H 5.72151 0.94101 1.22972
H 4.08602 2.79328 2.67321
O 0.06568 -1.34857 -0.84055
C 0.85694 -0.22998 -0.56344
C -0.01512 0.60087 0.43218
O 0.77048 1.76223 0.86546
H -0.74546 -1.17195 -1.32267
H 1.84146 -0.47121 -0.16265
H 1.00975 0.38531 -1.45010
H -0.28232 0.06564 1.34335
H -0.93170 0.94841 -0.04446
H 1.51315 1.39690 1.35185
O -2.07100 -1.37739 -2.87886
C -1.53068 -0.13645 -3.25826
C -2.10892 0.36198 -4.64155
O -3.51296 0.57644 -4.63895
H -2.97012 -1.28770 -3.20311
H -1.73154 0.53217 -2.42118
H -0.45602 -0.31700 -3.23360
H -1.88183 -0.39937 -5.38779
H -1.61491 1.28737 -4.93768
H -3.61714 1.18379 -3.90283
O 0.24538 -4.35945 -0.39550
C 1.61313 -4.71824 -0.49984
C 1.91970 -5.02728 -2.03725
O 1.80831 -3.84135 -2.79901
H 0.20632 -3.43898 -0.66531
H 2.16486 -3.82875 -0.19570
H 1.83618 -5.59748 0.10456
H 1.18130 -5.71281 -2.45308
H 2.90190 -5.48291 -2.16284
H 0.94093 -3.83816 -3.21039
*
```

=====

Entry 3:
The following is a DFT calculation (ωB97M-V/def2-TZVPD) of a molecular structure, C2H4N4O2.

The value obtained for the LUMO energy is -0.14 eV. As for the total energy: -447.9153 Eh.

```
! wB97M-V def2-TZVPD RIJCOSX def2/J DEFGRID3
* xyz 0 1
C 0.16057 0.31077 0.97942
C -0.15777 0.95001 -1.21569
H -0.36646 -1.93522 -1.89181
H -1.15268 -1.40583 0.91848
H 0.41231 -0.68455 2.76820
H 1.15485 1.88309 0.45009
N -0.58315 -0.44620 -1.00589
N -0.97722 -0.41061 0.38557
N 0.65422 0.07998 2.24078
N 0.60138 1.09032 0.00489
O 0.57274 -1.15977 -1.47377
O -0.31878 1.72802 -2.16027
*
```

=====

Entry 4:
The following is a DFT calculation (ωB97M-V/def2-TZVPD) of C2H4N2O in the gas phase.

As for the SMILES: C=NNC=O. The value obtained for the LUMO energy is 0.62 eV. As for the total energy: -263.2561 Eh.

```
! wB97M-V def2-TZVPD RIJCOSX def2/J DEFGRID3
* xyz 0 1
C 0.13938 0.37365 -1.56939
N 0.39867 -0.70274 -0.92644
N -0.08529 -0.77324 0.39805
C -0.44011 0.17603 1.29933
O -0.51609 1.42146 1.26305
H 0.64131 0.59326 -2.45981
H -0.24757 1.22145 -1.02912
H 0.54111 -1.53506 0.78491
H -0.43142 -0.77483 2.23943
*
```

=====

Entry 5:
The following is a DFT calculation (ωB97M-V/def2-TZVPD) of 2 unconnected molecules or ions with the total composition C3H2O.

The value obtained for the LUMO energy is -0.33 eV. As for the total energy: -190.5698 Eh.

```
! wB97M-V def2-TZVPD RIJCOSX def2/J DEFGRID3
* xyz 0 1
C -0.92623 0.56327 -1.39335
C -0.24510 0.17883 -0.52749
C 0.80431 -0.58421 1.12551
O 1.80148 -1.22639 1.03988
H -1.60413 1.04194 -2.07635
H 0.16967 0.02656 1.83180
*
```

=====

Entry 6:
The following is a DFT calculation (ωB97M-V/def2-TZVPD) of a gas-phase ion, C3H6N3O (charge +1).

The value obtained for the LUMO energy is -6.74 eV. As for the total energy: -356.8980 Eh.

```
! wB97M-V def2-TZVPD RIJCOSX def2/J DEFGRID3
* xyz 1 1
C 0.22206 0.64288 0.87429
C -0.52403 -0.34276 1.22282
C -1.54295 -1.28675 1.17324
N 1.26555 0.92262 -0.00391
N 1.36275 0.33759 -1.25265
N 0.38764 0.64926 -2.09878
O 0.33152 0.17477 -3.22142
H -0.00762 1.58968 1.48927
H -1.65714 -1.84599 2.05792
H -1.07222 -1.75562 0.34304
H -2.49759 -0.88175 0.73871
H 1.44251 1.99970 0.08736
H 2.28952 -0.20364 -1.40988
*
```

=====

Asked for gap between HOMO and LUMO across the records above, the calculation gives 11.908 8.831 9.502 10.681 9.958 6.857 eV in order.
Asked for energy above the lowest of the compared OMol25 structures with the same formula, charge and spin across the records above, the calculation gives 27.6 293.9 117.4 67.3 58.2 162.4 kcal/mol in order.